{
  "formula": "C7H13ClEuO3S",
  "method": "ωB97M-V/def2-TZVPD",
  "max_force_ev_per_a": 7.0,
  "charge": 2,
  "multiplicity": 8,
  "e_lumo_ev": [-6.55, -11.10],
  "e_homo_ev": [-12.600, -14.571],
  "symbols": ["C", "H", "Eu", "O", "C", "C", "O", "H", "H", "H", "H", "H", "H", "O", "C", "C", "H", "H", "S", "H", "H", "Cl", "C", "H", "C", "H"],
  "coordinates": [[1.027, -1.618, -1.401], [-0.324, 1.760, 0.183], [-2.715, 0.688, -2.438], [-1.628, -1.396, -0.137], [-0.647, -2.410, 0.127], [-1.312, 1.485, -0.321], [0.749, -2.341, -0.179], [3.482, 1.388, -1.012], [-1.812, 2.480, -0.676], [-3.394, 0.828, 0.256], [1.592, 0.780, 1.443], [-2.894, -1.283, 1.559], [-2.314, 1.466, 1.706], [-1.050, -3.443, 0.728], [2.562, 0.823, -0.586], [-2.333, 0.813, 0.750], [2.917, 2.042, 1.304], [3.377, 0.214, 1.521], [2.788, -0.943, -1.198], [1.049, -2.284, -2.344], [0.370, -0.700, -1.584], [-0.616, -0.696, 2.355], [-1.980, -0.717, 1.128], [-1.116, 0.851, -1.275], [2.658, 0.948, 1.021], [1.565, 1.264, -0.932]]
}

---

{
  "formula": "C7H13ClO2S",
  "method": "ωB97M-V/def2-TZVPD",
  "de_lowest_ev": 0.369,
  "max_force_ev_per_a": 7.2,
  "charge": 0,
  "e_lumo_ev": 0.49,
  "e_homo_ev": -10.161,
  "smiles": "CC(C)(C)[C@H]1C[C@@H]1S(=O)(=O)Cl",
  "symbols": ["S", "C", "H", "H", "Cl", "H", "H", "C", "H", "O", "H", "H", "C", "C", "H", "C", "H", "H", "O", "H", "H", "C", "C", "H"],
  "coordinates": [[-3.037, -0.397, 0.165], [-1.390, -0.900, 0.657], [0.205, -2.322, 0.025], [1.987, -0.096, -1.961], [-2.898, 1.654, 0.217], [0.112, 1.166, 1.964], [-1.012, -2.317, -1.212], [0.970, 0.311, -0.075], [1.514, -1.054, 1.311], [-3.971, -0.599, 1.191], [-0.227, 1.959, 0.429], [1.324, 2.363, 1.157], [-0.708, -1.747, -0.312], [-0.352, -0.274, -0.483], [2.638, -1.106, -0.214], [2.030, -0.546, 0.521], [0.786, 1.378, -2.052], [2.723, 0.131, 1.027], [-3.309, -0.824, -1.139], [-0.814, 0.259, -1.168], [2.413, 1.470, -1.294], [1.504, 0.809, -1.398], [0.578, 1.471, 0.934], [-1.065, -0.791, 1.709]]
}

---

{
  "formula": "C7H13ClS",
  "method": "ωB97M-V/def2-TZVPD",
  "max_force_ev_per_a": 4.1,
  "charge": 0,
  "e_lumo_ev": 0.82,
  "e_homo_ev": -9.054,
  "smiles": "C=C(C)[C@@H](Cl)[C@H](S)CC",
  "symbols": ["H", "H", "H", "H", "S", "H", "C", "H", "C", "H", "H", "H", "C", "C", "H", "Cl", "H", "H", "C", "C", "C", "H"],
  "coordinates": [[0.418, -3.047, 0.983], [1.681, 1.829, -0.926], [0.124, 2.649, -1.056], [0.233, 0.999, -1.623], [-2.112, 2.190, 0.237], [-1.149, 0.500, 1.659], [0.423, 1.194, 0.433], [-0.564, -1.885, 1.876], [-0.397, -1.642, -0.280], [-1.081, -0.012, -1.527], [1.249, 0.521, 0.561], [0.951, -2.830, -1.174], [-0.495, -2.456, 0.962], [-1.020, 0.804, 0.606], [-1.281, -3.195, 0.931], [-2.964, -0.886, -0.513], [0.608, -1.420, -2.116], [-2.845, 1.613, -0.758], [0.672, 1.762, -0.957], [-1.279, -0.441, -0.481], [0.391, -1.946, -1.298], [0.879, 1.915, 1.282]]
}

---

{
  "formula": "C7H13F",
  "method": "ωB97M-V/def2-TZVPD",
  "de_lowest_ev": 0.415,
  "max_force_ev_per_a": 9.5,
  "charge": 0,
  "multiplicity": 3,
  "e_lumo_ev": [0.92, -1.69],
  "e_homo_ev": [-5.257, -10.079],
  "symbols": ["H", "H", "H", "H", "H", "H", "H", "C", "H", "C", "H", "H", "H", "C", "C", "H", "C", "C", "F", "C", "H"],
  "coordinates": [[-4.340, 1.180, -0.925], [1.451, -1.851, 1.344], [-1.614, -1.786, 0.000], [-1.649, -0.840, -1.730], [2.911, 1.310, -1.458], [-2.654, 1.756, -1.487], [1.646, 1.279, 1.710], [-3.263, 1.227, -0.597], [2.761, 0.106, 2.343], [2.371, 0.493, -0.992], [1.987, -0.090, -1.775], [3.355, 1.211, 1.199], [0.223, -1.338, 0.137], [2.171, -0.168, 0.178], [-2.717, -0.107, -0.142], [1.645, -2.232, -0.404], [-1.929, -0.938, -0.667], [2.466, 0.628, 1.459], [-3.065, -0.288, 1.200], [1.325, -1.411, 0.335], [-3.082, 1.859, 0.270]]
}